[1]
52
Properties=species:S:1:pos:R:3 method="wB97M-V/def2-TZVPD" homo_ev="-10.43 / -10.39" e_tot_ev=-180692.198 lumo_energy_ev="-2.79 / -5.83" de_lowest_kj_mol=89.86 fmax_ev_per_a=2.3 gap_ev="7.63 / 4.56" spin_multiplicity=6 charge=+1
Fe -0.09373 -0.69276 0.14950
C 3.79221 2.34075 3.94241
C 2.44539 1.86148 4.47751
N 2.07762 0.59887 3.86786
C 1.20899 0.46622 2.86790
S 1.20732 -1.09453 2.07076
N 0.36387 1.40790 2.56369
N -0.43299 1.24375 1.51994
C -1.53407 1.91444 1.39780
C -2.03402 2.86247 2.44025
C -2.27545 1.69228 0.16254
C -3.44284 2.39156 -0.15925
C -4.07823 2.13437 -1.36042
C -3.55259 1.16924 -2.20661
C -2.39776 0.51161 -1.81120
N -1.77249 0.76505 -0.67339
H 4.03310 3.30673 4.37518
H 3.75130 2.44330 2.86073
H 4.58010 1.63319 4.19497
H 1.65621 2.57892 4.24684
H 2.49791 1.72640 5.56107
H 2.65991 -0.20439 4.06411
H -1.31816 2.91266 3.25716
H -2.99249 2.52430 2.83076
H -2.16029 3.85516 2.01397
H -3.84163 3.13105 0.51368
H -4.97527 2.67095 -1.62928
H -4.01974 0.93627 -3.14813
H -1.94186 -0.24324 -2.43870
Cl -0.05804 -2.55714 -1.42231
C -1.27045 -3.73150 -1.03364
C -1.32098 -4.92867 -1.72339
C -2.28861 -5.86667 -1.38943
C -3.20736 -5.60176 -0.38769
C -3.16138 -4.39797 0.29373
Cl -4.30052 -4.07521 1.53349
C -2.17664 -3.43485 -0.00565
S -2.11312 -1.97257 0.91162
H -0.60510 -5.12951 -2.50248
H -2.31922 -6.81177 -1.90774
H -3.95795 -6.32879 -0.12312
Br 5.59694 0.12964 -1.85361
C 3.88482 0.93285 -1.68839
C 3.67074 2.24684 -2.08648
C 2.39810 2.76929 -1.92542
C 1.40277 1.96487 -1.39141
N 1.60626 0.70182 -1.02121
C 2.82753 0.19892 -1.16234
H 4.47313 2.83740 -2.50351
H 2.18299 3.78681 -2.21519
H 0.40058 2.34156 -1.25371
H 2.97628 -0.82389 -0.84500

[2]
20
Properties=species:S:1:pos:R:3 method="wB97M-V/def2-TZVPD" smiles="CC(C)(C)C(=[NH2+])NI" homo_ev=-13.80 e_tot_ev=-16452.331 lumo_energy_ev=-4.66 de_lowest_kj_mol=176.40 fmax_ev_per_a=4.3 gap_ev=9.13 charge=+1
C -1.45185 -0.32068 0.00818
C -0.07362 0.23316 -0.08355
C 0.28534 1.34250 0.82953
C 0.34965 0.49954 -1.55241
C 0.99023 -1.11231 0.55621
N 0.36228 -2.22737 0.90057
N 2.29740 -1.01085 0.35048
I 3.71772 -2.43420 0.85308
H -1.59102 -1.05246 -0.72014
H -1.79504 -0.83534 0.82432
H -2.23409 0.43504 -0.06638
H -0.49318 2.14185 0.67810
H 1.25083 1.71941 0.44549
H 0.30821 1.09849 1.91759
H 0.75054 1.44607 -1.65821
H 0.81707 -0.37508 -2.08990
H -0.56447 0.55320 -2.06546
H -0.76089 -2.21949 0.75154
H 0.91947 -3.02594 1.24063
H 2.77548 -0.24473 -0.03797